#i
The following is a DFT calculation (ωB97M-V/def2-TZVPD) of a gas-phase ion, C5H10NO (charge +1).

Values from the calculation:
LUMO energy ... -3.422 eV
Structure (SMILES) ... O=C[C@@H]1CCC[NH2+]1
Kohn-Sham gap ... 11.6 eV
Charge ... +1

Bonds (Å) are listed after each position.
Positions of all 17 atoms, in Å:
1 O 0.9926 2.3708 -1.1048  C2 1.198
2 C -0.0983 2.0927 -0.6937  O1 1.198, C3 1.515, H8 1.102
3 C -0.5429 0.6605 -0.4773  C2 1.515, C4 1.534, N7 1.503, H9 1.086
4 C -0.7385 0.2620 0.9907  C3 1.534, C5 1.552, H10 1.090, H11 1.085
5 C 0.0240 -1.0780 1.1704  C4 1.552, C6 1.536, H12 1.084, H13 1.078
6 C 0.5899 -1.4806 -0.1999  C5 1.536, N7 1.505, H14 1.077, H15 1.080
7 N 0.5243 -0.2346 -1.0419  C3 1.503, C6 1.505, H16 1.016, H17 1.029
8 H -0.7804 2.8551 -0.2848  C2 1.102
9 H -1.4894 0.4573 -0.9690  C3 1.086
10 H -0.2716 0.9470 1.6979  C4 1.090
11 H -1.7983 0.2187 1.2182  C4 1.085
12 H 0.8258 -0.9053 1.8790  C5 1.084
13 H -0.5847 -1.8851 1.5437  C5 1.078
14 H -0.0026 -2.2324 -0.6946  C6 1.077
15 H 1.5866 -1.8680 -0.0510  C6 1.080
16 H 0.3589 -0.4736 -2.0150  N7 1.016
17 H 1.4046 0.2934 -0.9678  N7 1.029

---

#ii
The following is a DFT calculation (ωB97M-V/def2-TZVPD) of a gas-phase ion, C5H10NO (charge +1).

Values from the calculation:
LUMO energy ... -3.870 eV
Kohn-Sham gap ... 10.5 eV
Charge ... +1

Bonds (Å) are listed after each position.
Positions of all 17 atoms, in Å:
1 C 2.0691 -0.0583 0.0452  C3 1.476, C4 1.441, H8 1.045, H9 1.095
2 C -0.1685 1.0309 -0.4578  C3 1.518, N6 1.581, H10 1.117, H11 1.152
3 C 0.7885 -0.1250 -0.6849  C1 1.476, C2 1.518, C4 1.505, H12 1.147
4 C 1.1196 -1.0663 0.4420  C1 1.441, C3 1.505, H13 1.078, H14 1.146
5 C -2.2964 0.3057 -0.1234  N6 1.433, O7 1.250
6 N -1.1969 0.7146 0.7005  C2 1.581, C5 1.433, H15 1.012, H16 1.020
7 O -2.2219 -0.9383 -0.2226  C5 1.250, H17 1.063
8 H 2.9063 -0.2274 -0.5577  C1 1.045
9 H 2.0954 0.8055 0.7173  C1 1.095
10 H 0.2413 1.9575 0.0124  C2 1.117
11 H -0.9770 1.2635 -1.2441  C2 1.152
12 H 0.8125 -0.6028 -1.7277  C3 1.147
13 H 1.2768 -2.0607 0.0559  C4 1.078
14 H 0.6764 -1.0277 1.4981  C4 1.146
15 H -0.9022 -0.1536 1.1298  N6 1.012
16 H -1.3100 1.4832 1.3613  N6 1.020
17 H -2.9131 -1.3009 -0.9441  O7 1.063

---

#iii
The following is a DFT calculation (ωB97M-V/def2-TZVPD) of 2 unconnected molecules or ions with the total composition C5H10NO.

Values from the calculation:
LUMO energy ... -6.911 eV
Kohn-Sham gap ... 6.6 eV
Charge ... +1

Bonds (Å) are listed after each position.
Positions of all 17 atoms, in Å:
1 O -0.3702 3.5535 1.4830  C2 1.185
2 C -0.7501 2.4330 1.4154  O1 1.185, C3 1.536, H8 1.200
3 C 0.1822 1.3791 0.7986  C2 1.536, C4 1.588, H9 1.134, H10 1.083
4 C -0.7163 0.2929 0.0665  C3 1.588, C5 1.645, H11 1.153, H12 1.207
5 C 0.0713 -0.9773 -0.6214  C4 1.645, C6 1.420, N7 1.434
6 C 1.1465 -1.4555 0.1741  C5 1.420, H13 1.128, H14 1.061
7 N -0.3276 -1.4025 -1.9311  C5 1.434, H16 1.063, H17 1.049
8 H -1.7924 1.9875 1.8093  C2 1.200
9 H 0.6121 2.0124 -0.0387  C3 1.134
10 H 0.7947 1.0749 1.6377  C3 1.083
11 H -1.3691 0.7840 -0.7467  C4 1.153
12 H -1.6688 0.0117 0.7532  C4 1.207
13 H 0.9629 -2.3295 0.8635  C6 1.128
14 H 1.9542 -0.7730 0.2608  C6 1.061
15 H 2.3918 -3.3403 -1.1516  no bonds
16 H 0.1868 -2.0905 -2.5575  N7 1.063
17 H -1.3082 -1.1605 -2.2150  N7 1.049

---

Bottom line: #i, by a margin of 97.0 kcal/mol.

---

#i
The following is a DFT calculation (ωB97M-V/def2-TZVPD) of a gas-phase ion, C5H10NO (charge +1).

Values from the calculation:
LUMO energy ... -3.781 eV
Structure (SMILES) ... [NH3+]/C=C/CCC=O
Kohn-Sham gap ... 9.4 eV
Charge ... +1

Bonds (Å) are listed after each position.
Positions of all 17 atoms, in Å:
1 N -1.4392 0.0691 -2.4336  C2 1.496, H8 1.026, H9 1.018, H10 1.024
2 C -0.4171 -0.5941 -1.5653  N1 1.496, C3 1.317, H11 1.070
3 C 0.0357 0.0476 -0.5077  C2 1.317, C4 1.500, H12 1.085
4 C 1.0225 -0.5563 0.4469  C3 1.500, C5 1.527, H13 1.090, H14 1.086
5 C 0.6341 -0.2750 1.8966  C4 1.527, C6 1.504, H15 1.097, H16 1.094
6 C 0.4621 1.1726 2.2672  C5 1.504, O7 1.200, H17 1.109
7 O 0.8570 2.0850 1.5955  C6 1.200
8 H -1.2460 -0.2241 -3.3979  N1 1.026
9 H -1.5613 1.0792 -2.4704  N1 1.018
10 H -2.3667 -0.3276 -2.2583  N1 1.024
11 H -0.0485 -1.4871 -2.0248  C2 1.070
12 H -0.3538 1.0072 -0.1838  C3 1.085
13 H 2.0376 -0.2089 0.2517  C4 1.090
14 H 1.0672 -1.6352 0.3278  C4 1.086
15 H 1.4554 -0.5512 2.5692  C5 1.097
16 H -0.2020 -0.9142 2.1939  C5 1.094
17 H 0.0631 1.3131 3.2929  C6 1.109

---

#ii
The following is a DFT calculation (ωB97M-V/def2-TZVPD) of a gas-phase ion, C5H10NO (charge +1).

Values from the calculation:
LUMO energy ... -3.538 eV
Structure (SMILES) ... C[C@]1([NH3+])CC=CO1
Kohn-Sham gap ... 9.7 eV
Charge ... +1

Bonds (Å) are listed after each position.
Positions of all 17 atoms, in Å:
1 C 1.4788 -0.4457 1.1435  C2 1.557, H8 1.121, H9 1.032, H10 1.168
2 C 0.3228 -0.0504 0.1789  C1 1.557, N3 1.487, C4 1.505, O7 1.459
3 N 0.8334 -0.2756 -1.1996  C2 1.487, H11 1.014, H12 1.029, H13 1.031
4 C -0.5344 1.1759 0.3446  C2 1.505, C5 1.484, H14 1.171, H15 1.077
5 C -1.8574 0.6754 -0.1058  C4 1.484, C6 1.354, H16 1.072
6 C -1.7314 -0.6731 -0.1150  C5 1.354, O7 1.298, H17 1.080
7 O -0.6001 -1.1766 0.2754  C2 1.459, C6 1.298
8 H 1.1169 -1.4156 1.5736  C1 1.121
9 H 1.6036 0.2221 1.9200  C1 1.032
10 H 2.4842 -0.6915 0.6025  C1 1.168
11 H 1.5109 -1.0294 -1.2184  N3 1.014
12 H 1.2046 0.4894 -1.7782  N3 1.029
13 H -0.0344 -0.5869 -1.6610  N3 1.031
14 H -0.0768 2.1053 -0.2024  C4 1.171
15 H -0.5814 1.6503 1.3102  C4 1.077
16 H -2.6841 1.2870 -0.4087  C5 1.072
17 H -2.4552 -1.2606 -0.6598  C6 1.080

---

Bottom line: #i, by a margin of 11.5 kcal/mol.

---

#i
The following is a DFT calculation (ωB97M-V/def2-TZVPD) of a gas-phase ion, C5H10NO (charge +1).

Values from the calculation:
LUMO energy (spin up / spin down) ... -6.289 / -6.290 eV
Kohn-Sham gap (spin up / spin down) ... 8.4 / 8.4 eV
Charge ... +1

Bonds (Å) are listed after each position.
Positions of all 17 atoms, in Å:
1 C 0.1741 -0.8469 -0.0208  C5 1.458, N6 1.399, H17 1.063
2 C -0.7192 -0.9101 -2.4930  C5 1.467, H8 1.059, H9 1.160, H10 1.151
3 C -0.6687 1.1844 -1.1989  C5 1.462, H11 1.064, H12 1.137, H13 1.061
4 C 1.2530 0.3669 3.2637  O7 1.480, H14 1.083, H15 1.027, H16 1.019
5 C -0.3942 -0.2511 -1.2238  C1 1.458, C2 1.467, C3 1.462
6 N 0.4743 0.0509 1.0089  C1 1.399, O7 1.275
7 O 0.8066 -0.4668 2.1258  C4 1.480, N6 1.275
8 H 0.0586 -1.0904 -3.1888  C2 1.059
9 H -1.0601 -2.0073 -2.3316  C2 1.160
10 H -1.6507 -0.4233 -2.9631  C2 1.151
11 H -0.7857 1.5208 -2.2012  C3 1.064
12 H -1.6598 1.6015 -0.8280  C3 1.137
13 H -0.0028 1.6937 -0.5484  C3 1.061
14 H 2.3255 0.2384 3.3430  C4 1.083
15 H 0.7867 -0.0675 4.0684  C4 1.027
16 H 0.9327 1.2874 2.9667  C4 1.019
17 H 0.1299 -1.8807 0.2210  C1 1.063

---

#ii
The following is a DFT calculation (ωB97M-V/def2-TZVPD) of a gas-phase ion, C5H10NO (charge +1).

Values from the calculation:
LUMO energy ... -3.647 eV
Structure (SMILES) ... [NH3+]/C=C/CCC=O
Kohn-Sham gap ... 9.7 eV
Charge ... +1

Bonds (Å) are listed after each position.
Positions of all 17 atoms, in Å:
1 N -2.3931 0.6138 -0.3529  C2 1.486, H8 1.022, H9 1.024, H10 1.028
2 C -1.3704 -0.4335 -0.0953  N1 1.486, C3 1.317, H11 1.075
3 C -0.4604 -0.2715 0.8424  C2 1.317, C4 1.507, H12 1.086
4 C 0.8275 -1.0489 0.7469  C3 1.507, C5 1.536, H13 1.085, H14 1.086
5 C 1.9457 -0.1639 0.1757  C4 1.536, C6 1.515, H15 1.089, H16 1.096
6 C 1.5477 0.7518 -0.9633  C5 1.515, O7 1.209, H17 1.097
7 O 0.6936 0.4305 -1.7562  C6 1.209
8 H -3.3536 0.2862 -0.2344  N1 1.022
9 H -2.2380 1.0199 -1.2801  N1 1.024
10 H -2.2478 1.4056 0.2858  N1 1.028
11 H -1.4321 -1.2447 -0.7974  C2 1.075
12 H -0.4957 0.4395 1.6624  C3 1.086
13 H 0.6467 -2.0077 0.2729  C4 1.085
14 H 1.1761 -1.2601 1.7532  C4 1.086
15 H 2.8158 -0.7283 -0.1548  C5 1.089
16 H 2.2728 0.5000 0.9845  C5 1.096
17 H 2.0652 1.7112 -1.0894  C6 1.097

---

#iii
The following is a DFT calculation (ωB97M-V/def2-TZVPD) of 2 unconnected molecules or ions with the total composition C5H10NO.

Values from the calculation:
LUMO energy ... -4.357 eV
Kohn-Sham gap ... 9.9 eV
Charge ... +1

Bonds (Å) are listed after each position.
Positions of all 17 atoms, in Å:
1 C -0.9589 2.4519 0.1657  N6 1.257, H8 1.150, H17 1.082
2 C 1.5965 0.0625 0.5363  C5 1.560, H9 1.129, H10 1.079, H11 1.088
3 C 0.1061 -0.3532 -1.5892  C5 1.462, H12 1.146, H13 1.089, H14 1.057
4 C -0.8273 -2.0557 1.1137  O7 1.225, H15 1.197, H16 1.055
5 C 0.4059 0.4401 -0.3988  C2 1.560, C3 1.462, N6 1.242
6 N -0.2239 1.4752 -0.1269  C1 1.257, C5 1.242
7 O -1.2507 -0.9092 1.1932  C4 1.225
8 H -0.7776 3.4794 -0.3174  C1 1.150
9 H 1.3516 -0.8444 1.1632  C2 1.129
10 H 1.6952 0.8786 1.2353  C2 1.079
11 H 2.4274 0.0325 -0.1654  C2 1.088
12 H -0.8081 -0.9581 -1.2536  C3 1.146
13 H 0.8888 -1.0161 -1.9537  C3 1.089
14 H -0.3574 0.0794 -2.4348  C3 1.057
15 H -1.2351 -2.7453 0.2247  C4 1.197
16 H -0.1773 -2.4656 1.8368  C4 1.055
17 H -1.8553 2.4479 0.7710  C1 1.082

---

Bottom line: #ii, by a margin of 31.7 kcal/mol.

---

#i
The following is a DFT calculation (ωB97M-V/def2-TZVPD) of C9H10 in the gas phase.

Values from the calculation:
LUMO energy (spin up / spin down) ... -0.073 / -0.877 eV
Structure (SMILES) ... CC(C)=C=C1C2=C1C2C
Kohn-Sham gap (spin up / spin down) ... 8.5 / 6.3 eV
Charge ... 0

Bonds (Å) are listed after each position.
Positions of all 19 atoms, in Å:
1 C -2.0872 0.1308 0.4932  C2 1.540, H10 1.116, H11 1.206, H12 1.004
2 C -1.3900 0.8303 -0.6888  C1 1.540, C3 1.474, C4 1.315
3 C -2.1013 1.9126 -1.3931  C2 1.474, H13 1.015, H14 1.164, H15 1.064
4 C -0.2620 0.4098 -1.2192  C2 1.315, C5 1.312
5 C 0.4731 -0.5652 -0.7387  C4 1.312, C6 1.368, C7 1.449
6 C 1.5873 -1.3400 -0.9094  C5 1.368, C7 1.666, C8 1.526
7 C 0.6101 -1.3983 0.4387  C5 1.449, C6 1.666, C8 1.497
8 C 2.0692 -1.7282 0.4852  C6 1.526, C7 1.497, C9 1.554, H16 1.168
9 C 2.9594 -0.6569 1.1735  C8 1.554, H17 1.202, H18 1.057, H19 1.051
10 H -2.9267 -0.4824 0.0874  C1 1.116
11 H -2.3438 1.0885 1.1798  C1 1.206
12 H -1.5321 -0.5968 0.9055  C1 1.004
13 H -1.4629 2.6148 -1.7519  C3 1.015
14 H -2.7394 2.4881 -0.6072  C3 1.164
15 H -2.7344 1.6312 -2.2004  C3 1.064
16 H 2.3947 -2.8495 0.4790  C8 1.168
17 H 2.5936 -0.7977 2.3099  C9 1.202
18 H 2.9721 0.3693 0.9219  C9 1.057
19 H 3.9205 -1.0603 1.0347  C9 1.051

---

#ii
The following is a DFT calculation (ωB97M-V/def2-TZVPD) of C9H10 in the gas phase.

Values from the calculation:
LUMO energy ... 0.630 eV
Structure (SMILES) ... CC1=C=C1C1=CCCC1
Kohn-Sham gap ... 8.7 eV
Charge ... 0

Bonds (Å) are listed after each position.
Positions of all 19 atoms, in Å:
1 C -0.4393 -2.9247 -1.4119  C2 1.446, H10 1.052, H11 1.108, H12 1.053
2 C -1.5152 -2.0884 -0.9280  C1 1.446, C3 1.478, C4 1.363
3 C -2.9014 -1.7223 -0.5685  C2 1.478, C4 1.413
4 C -1.7646 -0.9849 -0.1679  C2 1.363, C3 1.413, C5 1.436
5 C -0.9349 0.1393 0.1647  C4 1.436, C6 1.360, C9 1.540
6 C 0.1703 0.3345 -0.6036  C5 1.360, C7 1.507, H13 1.072
7 C 0.9670 1.4694 -0.0142  C6 1.507, C8 1.583, H14 1.037, H15 1.088
8 C 0.4057 1.5960 1.4611  C7 1.583, C9 1.528, H16 1.068, H17 1.071
9 C -1.0259 1.0673 1.3899  C5 1.540, C8 1.528, H18 1.052, H19 1.115
10 H -0.8463 -3.8937 -1.3585  C1 1.052
11 H 0.2877 -2.9295 -0.5761  C1 1.108
12 H 0.1034 -2.6053 -2.2557  C1 1.053
13 H 0.3310 0.0728 -1.6306  C6 1.072
14 H 0.7693 2.3737 -0.4810  C7 1.037
15 H 2.0458 1.3747 0.0948  C7 1.088
16 H 1.1178 1.0695 2.0578  C8 1.068
17 H 0.3109 2.6347 1.7021  C8 1.071
18 H -1.3635 0.5720 2.2549  C9 1.052
19 H -1.8613 1.7396 1.0830  C9 1.115

---

Bottom line: #ii, by a margin of 103.4 kcal/mol.